Record 1
11
Properties=species:S:1:pos:R:3:nbo_charge:R:1 method="wB97M-V/def2-TZVPD" homo_lumo_gap_ev=10.23 de_lowest_ev=1.857 total_energy_ev=-151394.7008
Br 3.42 -0.04 0.29 -0.01
Br -0.11 -2.06 -0.58 0.10
F 1.33 1.30 1.57 -0.33
F 1.51 2.02 -1.31 -0.33
F -0.35 1.17 -0.66 -0.34
C 0.45 -1.29 1.01 -0.50
C 1.50 0.43 0.53 0.28
C 0.96 0.88 -0.90 0.47
H 1.30 -1.68 1.68 0.25
H 1.12 0.25 -1.78 0.18
H -0.40 -0.77 1.47 0.23

Record 2
100
Properties=species:S:1:pos:R:3:lowdin_charge:R:1 method="wB97M-V/def2-TZVPD" homo_lumo_gap_ev=7.62 total_energy_ev=-201873.3284
Pt -0.37 -0.19 0.42 0.74
As 4.02 -0.13 -3.01 1.33
As 0.84 -1.10 -1.31 1.13
S -2.28 -1.58 -0.03 0.64
O 1.11 1.99 -4.92 0.14
O 3.35 1.95 -4.87 -0.11
O 3.71 -2.82 0.96 0.14
O -1.05 0.10 -3.65 0.11
O 5.27 -0.57 0.36 -0.05
O 1.58 -3.27 0.41 -0.09
O -0.46 2.02 -2.64 -0.05
O 5.94 -2.07 -1.19 0.11
O -1.65 1.31 1.26 -0.14
N 0.49 -0.94 2.72 0.13
N -3.70 0.74 0.34 0.11
N -4.82 -1.21 0.62 -0.12
C 2.23 0.61 -3.29 -0.29
C 3.43 2.63 1.46 -0.09
C -4.96 -2.66 0.62 -0.26
C 1.67 -0.40 2.87 -0.21
C 3.12 1.54 2.25 -0.04
C -1.65 -3.49 4.21 -0.07
C 0.91 -2.44 4.58 -0.17
C 3.76 -1.10 -1.34 -0.29
C 1.11 0.25 -2.69 -0.24
C 4.91 1.42 -2.19 -0.26
C 0.16 -2.53 -2.43 -0.23
C 1.56 2.08 0.05 -0.13
C -6.03 -0.40 0.82 -0.20
C 6.48 -0.76 1.10 -0.02
C 2.20 -1.87 4.71 0.00
C -3.22 5.63 -0.59 -0.09
C -0.81 -4.01 5.22 -0.08
C 5.10 -1.36 -0.71 -0.60
C 1.23 0.97 0.83 -0.29
C -1.86 3.89 0.36 -0.02
C -2.01 5.20 -0.07 -0.08
C -6.64 0.11 -0.48 -0.07
C -1.22 -2.47 3.40 -0.02
C -2.93 3.00 0.27 -0.15
C -4.30 4.76 -0.67 -0.08
C -2.72 1.57 0.66 -0.45
C 2.13 1.59 -4.42 -0.50
C 2.64 -1.61 -0.83 -0.25
C 2.74 -2.60 0.28 -0.50
C -3.65 -0.59 0.37 -0.67
C -0.24 0.79 -3.08 -0.58
C 1.53 -4.28 1.43 -0.01
C 2.57 -0.86 3.88 0.00
C -1.73 2.60 -2.98 0.00
C -5.30 -3.25 -0.74 -0.07
C -4.15 3.44 -0.24 -0.03
C 0.08 -1.93 3.56 -0.21
C 3.35 2.82 -6.01 -0.03
C 2.03 0.71 1.96 -0.18
C 2.64 2.91 0.35 -0.10
C 0.44 -3.49 5.40 -0.04
H 2.80 2.36 -6.83 0.10
H 5.01 2.19 -2.94 0.02
H 0.95 2.32 -0.82 0.08
H 4.39 2.96 -6.28 0.09
H -2.49 2.27 -2.27 0.09
H -0.77 -2.21 -2.88 0.02
H -5.79 0.43 1.48 0.11
H 2.00 -5.19 1.07 0.10
H 0.92 -2.71 -3.19 0.05
H 3.56 -0.43 3.96 0.10
H -4.53 -2.99 -1.47 0.06
H -5.91 0.72 -1.02 0.06
H 4.34 1.78 -1.33 0.02
H -3.33 6.66 -0.92 0.10
H -2.01 2.30 -3.99 0.10
H 1.10 -3.87 6.18 0.11
H -5.37 -4.34 -0.68 0.08
H -1.84 -2.07 2.62 0.06
H -4.98 2.75 -0.30 0.10
H -5.25 5.09 -1.06 0.10
H -1.60 3.67 -2.92 0.10
H 6.84 -1.78 0.99 0.10
H 7.24 -0.06 0.74 0.10
H 2.87 -2.24 5.47 0.12
H -2.64 -3.89 4.08 0.10
H -4.03 -3.09 0.99 0.07
H -6.26 -2.88 -1.11 0.06
H 0.48 -4.44 1.64 0.10
H 3.73 1.36 3.13 0.10
H -0.92 3.53 0.75 0.11
H 0.02 -3.42 -1.82 0.03
H 2.85 3.77 -0.28 0.11
H 2.05 -3.93 2.32 0.09
H 4.27 3.27 1.70 0.10
H -1.16 -4.81 5.85 0.10
H -5.74 -2.90 1.35 0.11
H 6.24 -0.55 2.13 0.09
H -6.95 -0.71 -1.13 0.06
H 2.88 3.77 -5.76 0.10
H -1.17 5.88 -0.01 0.10
H 5.90 1.10 -1.87 0.03
H -6.75 -1.04 1.34 0.11
H -7.52 0.72 -0.27 0.08